# 1
Below is a 2-piece molecular cluster, C2H7N5 overall in a non-equilibrium geometry, with properties calculated with ωB97M-V/def2-TZVPD.

Atoms and positions in Å:
C 0.584 0.873 0.430
C -0.371 -1.348 0.550
N -0.518 0.019 0.087
N -2.335 0.888 0.382
N 1.825 0.779 -0.376
N -2.496 0.942 -0.759
N 1.810 -0.067 -1.275
H -1.429 0.416 -1.090
H 2.732 -0.028 -1.735
H 0.283 1.921 0.321
H 0.920 0.741 1.468
H 0.420 -1.861 -0.007
H -1.308 -1.886 0.391
H -0.118 -1.390 1.616

Computed properties:
* largest force on an atom: 1.88 eV/A
* LUMO level (spin up / spin down): 0.3 / 0.3 eV
* Kohn-Sham gap (spin up / spin down): 8.732 / 8.739 eV

***

# 2
Below is the molecule C4H2Cl2S in a non-equilibrium geometry, with properties calculated with ωB97M-V/def2-TZVPD.

Atoms and positions in Å:
C -0.609 1.355 -0.100
C -0.661 -1.355 0.107
C 0.682 1.286 0.090
C 0.607 -1.259 -0.140
S -1.778 0.036 -0.021
Cl 2.085 2.116 0.034
Cl 2.013 -2.074 -0.050
H -1.052 2.232 -0.287
H -1.287 -2.337 0.366

Computed properties:
* largest force on an atom: 4.44 eV/A
* LUMO level (spin up / spin down): -0.7 / -0.7 eV
* Kohn-Sham gap (spin up / spin down): 7.627 / 7.633 eV

***

# 3
Below is C9H11Cl2CrNO4Rh as an isolated structure in a non-equilibrium geometry, with properties calculated with ωB97M-V/def2-TZVPD.

Atoms and positions in Å:
Cr -0.035 -0.112 -5.494
Rh -0.135 0.975 -1.764
Cl -1.012 -0.921 -3.557
Cl 0.579 1.954 -3.772
C 0.774 2.290 -0.946
C 0.075 -1.896 -6.250
C 0.592 1.132 -6.892
O 1.412 3.170 -0.515
O 0.246 -2.987 -6.634
O 0.895 1.948 -7.659
O -1.157 -0.147 -0.504
C -0.714 -0.495 0.641
C 0.748 -0.558 0.983
C 1.144 0.505 2.008
C 0.765 0.127 3.442
C -0.740 0.057 3.683
C -1.434 -1.099 2.964
N -1.642 -0.827 1.536
H 0.959 -1.565 1.371
H 1.329 -0.429 0.059
H 2.231 0.654 1.953
H 0.696 1.477 1.754
H 1.225 -0.836 3.700
H 1.187 0.882 4.115
H -0.920 -0.078 4.757
H -1.213 1.006 3.399
H -0.845 -2.024 3.076
H -2.425 -1.265 3.398
H -2.584 -0.939 1.148

Computed properties:
* total charge: +4
* multiplicity: 8
* largest force on an atom: 9.73 eV/A
* <S²>: 15.7856
* LUMO level (spin up / spin down): -17.1 / -19.6 eV
* Kohn-Sham gap (spin up / spin down): 7.242 / 5.366 eV

***

# 4
Below is a 2-piece molecular cluster, CH4O2S overall in a non-equilibrium geometry, with properties calculated with ωB97M-V/def2-TZVPD.

Atoms and positions in Å:
C -0.457 -0.378 -0.387
O 1.894 -0.883 -1.666
O 1.236 1.454 -1.148
S 1.367 0.075 -0.693
H -0.949 0.482 -0.749
H -0.565 -1.222 -1.186
H -0.620 -0.626 0.640
H 2.291 -0.079 1.805

Computed properties:
* largest force on an atom: 3.51 eV/A
* LUMO level (spin up / spin down): -2.3 / -1.0 eV
* Kohn-Sham gap (spin up / spin down): 8.996 / 8.879 eV